ORCA calculation (the ωB97M-V functional and the def2-TZVPD basis) on a cluster of 7 separate species, C14H42O14 in total at a distorted geometry.

Output
* max |F|: 8.72 eV/Å
* HOMO-LUMO gap: 9.57 eV
* LUMO energy: 0.21 eV
* SMILES: OCCO.OCCO.OCCO.OCCO.OCCO.OCCO.OCCO

```
70
Properties=species:S:1:pos:R:3:forces:R:3:nbo_charge:R:1
O -1.279 2.021 4.441 -2.7 -0.4 1.4 -0.7562
C -2.426 1.958 3.491 3.7 0.8 -1.9 -0.0776
C -2.967 0.574 3.346 -2.5 1.6 1.7 -0.0832
O -4.026 0.583 2.427 -0.9 0.2 -0.4 -0.7373
H -1.745 1.884 5.340 1.4 0.3 -1.9 0.4695
H -3.130 2.686 3.711 -1.6 1.2 1.0 0.1730
H -2.003 2.372 2.472 -0.5 -1.2 1.7 0.1655
H -3.402 0.275 4.381 1.0 -0.1 -1.8 0.1624
H -2.223 0.015 2.925 2.2 -2.2 -0.1 0.1788
H -3.667 0.640 1.522 0.0 -0.3 0.3 0.4996
O -4.682 -0.108 -2.326 3.1 0.4 3.7 -0.7197
C -3.906 -0.285 -3.412 4.5 -3.7 -0.9 -0.1138
C -3.188 0.799 -4.126 0.7 -0.6 -2.2 -0.0999
O -4.061 1.467 -5.079 1.1 0.0 0.0 -0.7323
H -5.531 0.144 -2.487 -3.5 1.0 -0.9 0.4836
H -3.013 -1.097 -3.232 -1.9 1.9 0.7 0.1734
H -4.459 -0.928 -3.983 -1.4 -1.2 -2.9 0.1817
H -2.116 0.425 -4.622 -3.3 0.6 0.5 0.1987
H -2.765 1.437 -3.418 0.3 1.8 1.3 0.1834
H -4.994 1.497 -4.817 0.6 -0.2 0.3 0.4662
O 0.753 -1.227 -0.274 0.9 0.4 -0.9 -0.7879
C -0.439 -0.662 0.252 0.4 -0.6 1.5 -0.0782
C -1.569 -0.667 -0.760 -2.0 -0.2 1.5 -0.0892
O -2.774 0.087 -0.227 0.4 -1.3 -1.4 -0.7975
H 1.572 -0.919 0.194 -1.0 -0.1 -0.1 0.5125
H -0.547 -1.321 1.195 -1.1 1.6 -1.1 0.1773
H -0.324 0.400 0.463 0.3 0.0 0.7 0.1789
H -1.861 -1.696 -1.010 0.0 0.3 -0.2 0.1797
H -1.400 -0.032 -1.588 1.3 -0.1 -1.3 0.1773
H -3.398 0.044 -1.021 0.7 0.2 1.8 0.5018
O 3.161 -0.791 1.247 -2.5 -0.6 1.2 -0.7477
C 4.344 -1.197 0.670 1.5 1.2 -1.9 -0.0668
C 4.470 -0.680 -0.865 -0.7 -1.9 3.5 -0.0810
O 5.654 -1.344 -1.277 -0.6 0.8 -1.8 -0.7088
H 2.932 -1.346 2.036 0.4 0.8 -1.1 0.4938
H 5.117 -0.741 1.250 1.1 0.6 0.0 0.1560
H 4.582 -2.234 0.752 -0.5 -1.1 -0.4 0.1724
H 4.533 0.376 -0.806 0.6 1.2 -0.2 0.1629
H 3.505 -0.879 -1.353 0.5 -0.7 -0.5 0.1691
H 5.809 -1.065 -2.207 0.1 -0.4 0.9 0.4755
O 2.718 3.996 1.789 -0.1 -4.3 1.4 -0.7348
C 1.701 2.854 1.722 0.9 3.9 3.7 -0.0851
C 1.969 1.797 2.784 -0.9 1.3 4.6 -0.0752
O 0.831 0.945 2.865 1.7 -1.5 -3.8 -0.7458
H 2.459 4.661 1.212 -0.9 1.7 -1.7 0.4611
H 0.748 3.387 1.959 0.4 -0.8 0.3 0.1731
H 1.533 2.455 0.810 0.3 -1.4 -3.3 0.1654
H 1.911 2.301 3.945 0.9 -0.5 -3.3 0.1449
H 2.838 1.143 2.866 0.4 0.7 -1.1 0.2020
H 0.447 1.223 3.628 -2.6 0.8 3.2 0.4909
O 0.742 -5.805 2.145 -4.7 5.9 4.0 -0.7107
C 0.248 -5.197 0.992 2.6 1.6 1.6 -0.0855
C 1.547 -4.776 0.220 1.0 0.0 3.7 -0.0616
O 1.158 -3.915 -0.695 -0.1 1.2 -3.9 -0.7119
H 1.186 -6.493 1.925 4.6 -7.1 -2.1 0.4440
H -0.340 -5.893 0.466 -1.1 -0.4 -1.1 0.1700
H -0.319 -4.280 1.402 0.7 -1.3 -1.3 0.1733
H 2.208 -5.518 -0.183 -0.3 -1.2 -0.4 0.1723
H 2.332 -4.218 0.945 -1.7 -1.2 -0.7 0.1129
H 1.006 -3.175 -0.152 -0.8 2.6 -0.2 0.4852
O 1.591 1.940 -3.554 5.0 -5.9 2.7 -0.7216
C 1.065 1.560 -2.315 -0.6 2.0 0.0 -0.0852
C 0.159 2.717 -1.929 -2.3 -1.0 3.3 -0.1024
O -0.625 3.225 -2.974 -3.4 0.4 -1.2 -0.7454
H 1.214 2.576 -4.013 -3.4 4.7 -2.6 0.4802
H 0.589 0.610 -2.365 -1.2 -0.7 -0.6 0.1810
H 1.777 1.288 -1.504 0.4 1.1 -0.6 0.1835
H 0.471 3.654 -1.680 3.7 1.9 1.6 0.1777
H -0.434 2.551 -0.943 0.3 -0.8 -1.6 0.1505
H -1.267 3.923 -2.592 1.7 -1.8 -1.0 0.4815
```
Positions in Å, forces in eV/Å.